Entry 1:
# C3H4FN

A molecular structure, C3H4FN in a non-equilibrium geometry (ωB97M-V/def2-TZVPD, OMol25).

Geometry (Å):
1 C 1.6625 -1.0240 -0.3688
2 C -1.8997 0.3286 -0.1610
3 C 0.5214 0.5450 0.2625
4 N -0.7049 0.5820 0.2598
5 F 1.2659 1.6929 0.2776
6 H 2.6172 -0.7091 0.2005
7 H 1.3208 -2.0489 -0.0213
8 H -2.1446 0.1388 -1.1303
9 H -2.6386 0.4946 0.6810

Values from the calculation:
Lowest unoccupied orbital energy (spin up / spin down) in eV: -0.83 / -0.99
Electronic energy in Eh: -271.092396
Kohn-Sham gap (spin up / spin down) in eV: 7.038 / 6.415
Energy above the lowest of the compared OMol25 structures with the same formula, charge and spin in kcal per mole: 132.28

Atom charges from the Mulliken analysis, given in e for atoms 1 to 5: number 1, C, carries -0.52; number 2, C, carries -0.29; number 3, C, carries 0.18; number 4, N, carries -0.08; number 5, F, carries -0.19


Entry 2:
# C12H18AgF2NO9

A molecular structure, C12H18AgF2NO9 in a non-equilibrium geometry (ωB97M-V/def2-TZVPD, OMol25).

Geometry (Å):
1 Ag -0.1521 0.3651 1.9641
2 F 1.8220 0.5978 3.2857
3 F -1.1080 0.6955 3.9247
4 N 0.5723 -2.4608 3.4885
5 O 1.1955 -3.4512 3.0950
6 O 0.1042 -1.7740 2.6392
7 O 0.3401 -2.1881 4.6800
8 O -2.0625 0.3826 0.7144
9 C -2.5474 -0.2890 -0.1979
10 O -1.8330 -0.8798 -1.1800
11 C -2.5848 -1.5954 -2.0930
12 C -4.0728 -1.3645 -1.5280
13 C -4.0357 -0.4502 -0.3828
14 H -2.2920 -2.6283 -2.2813
15 H -2.6128 -1.1145 -3.0708
16 H -4.4048 -2.3627 -1.2426
17 H -4.8020 -1.0909 -2.2906
18 H -4.5010 -0.9000 0.4943
19 H -4.4574 0.5141 -0.6662
20 O 1.1821 -0.5499 0.3044
21 C 1.2391 -1.3122 -0.6634
22 O 0.9319 -0.9650 -1.9850
23 C 0.8339 -2.1062 -2.8640
24 C 0.6450 -3.2330 -1.8388
25 C 1.4259 -2.8473 -0.5886
26 H 1.7440 -2.2119 -3.4544
27 H -0.0395 -2.0836 -3.5158
28 H 0.9457 -4.1949 -2.2542
29 H -0.4178 -3.4143 -1.6786
30 H 2.4880 -3.0749 -0.6794
31 H 1.0315 -3.2359 0.3504
32 O 0.1027 2.4722 1.1417
33 C 0.9879 3.3248 1.0232
34 O 1.0125 4.4741 1.7038
35 C 2.2406 5.2587 1.4379
36 C 2.7885 4.5230 0.2180
37 C 2.3233 3.0135 0.4050
38 H 2.9110 5.3530 2.2921
39 H 1.9677 6.2866 1.1990
40 H 3.8660 4.6432 0.1057
41 H 2.3064 4.8761 -0.6935
42 H 2.8027 2.4792 1.2253
43 H 2.1135 2.5191 -0.5435

Values from the calculation:
Total charge: -1
Expectation value of S²: 0.76
Lowest unoccupied orbital energy (spin up / spin down) in eV: 2.14 / 1.97
Electronic energy in Eh: -1546.460662
Kohn-Sham gap (spin up / spin down) in eV: 6.022 / 5.768
Energy above the lowest of the compared OMol25 structures with the same formula, charge and spin in kcal per mole: 60.46
2S+1: 2

Atom charges from the Mulliken analysis, given in e for atoms 1 to 5: number 1, Ag, carries 1.46; number 2, F, carries -0.67; number 3, F, carries -0.55; number 4, N, carries 0.85; number 5, O, carries -0.70


Entry 3:
# C19H43N2OP3SY

A molecular structure, C19H43N2OP3SY in a non-equilibrium geometry (ωB97M-V/def2-TZVPD, OMol25).

Geometry (Å):
1 Y -0.4646 -0.6047 -0.8483
2 P 1.7898 0.8342 0.6382
3 P -1.9871 1.7507 -0.0839
4 P 0.7114 1.3476 -2.5999
5 H -0.7220 -3.4502 -0.3638
6 C 0.1275 -3.2464 -1.0271
7 C 1.2978 -2.7099 -0.5436
8 H 1.5410 -2.7160 0.5337
9 C 2.1704 0.4466 2.3919
10 C 1.7225 2.6702 0.8772
11 C 3.5132 0.6795 0.0089
12 C -3.6731 1.3694 -0.7251
13 C -2.4205 2.0437 1.6694
14 C -1.8246 3.4901 -0.6316
15 C 2.0384 0.4807 -3.5210
16 C 1.4124 3.0376 -2.5759
17 C -0.5924 1.6054 -3.8548
18 H 0.0427 -3.6486 -2.0418
19 H 2.1214 -2.3957 -1.1980
20 H 2.2141 -0.6355 2.5400
21 H 1.4140 0.8680 3.0601
22 H 3.1422 0.8679 2.6777
23 H 0.8941 2.9287 1.5475
24 H 1.5827 3.2096 -0.0637
25 H 2.6612 3.0098 1.3363
26 H 3.8450 -0.3656 0.0967
27 H 4.1921 1.3019 0.6176
28 H 3.6174 0.9780 -1.0434
29 H -4.3159 2.2472 -0.5823
30 H -4.0905 0.5149 -0.1794
31 H -3.6159 1.1255 -1.7934
32 H -3.2079 2.8090 1.7275
33 H -1.5379 2.3988 2.2157
34 H -2.7864 1.1240 2.1411
35 H -2.6919 4.0529 -0.2601
36 H -1.7914 3.5588 -1.7252
37 H -0.9105 3.9271 -0.2137
38 H 1.9472 0.7879 -4.5722
39 H 1.9258 -0.6133 -3.4530
40 H 3.0207 0.7738 -3.1249
41 H 1.5659 3.3591 -3.6185
42 H 2.3808 3.0448 -2.0560
43 H 0.7155 3.7340 -2.0882
44 H -0.0984 1.7731 -4.8224
45 H -1.2181 2.4729 -3.5986
46 H -1.2196 0.7034 -3.9285
47 C -0.7728 -3.0531 -5.5622
48 C -1.8241 -2.8712 -6.4894
49 C -1.9197 -3.6366 -7.6485
50 C -0.9751 -4.6274 -7.9328
51 C 0.0309 -4.8724 -7.0001
52 C 0.1339 -4.1048 -5.8316
53 S -0.5662 -1.8750 -4.2041
54 H -1.2311 -2.3620 -3.0435
55 H -2.5917 -2.1400 -6.2700
56 H -2.7495 -3.4848 -8.3352
57 H -1.0525 -5.2150 -8.8394
58 H 0.7279 -5.6876 -7.1886
59 H 0.8953 -4.3513 -5.0947
60 C -0.2291 -1.3191 3.8767
61 N -1.4979 -1.8145 3.3659
62 C -1.9331 -1.7305 2.1080
63 N -3.1476 -2.2494 1.8321
64 O -1.2201 -1.2441 1.1303
65 H -0.1498 -1.5936 4.9304
66 H 0.6062 -1.7767 3.3304
67 H -0.1682 -0.2220 3.7959
68 H -2.1532 -2.2267 4.0156
69 H -3.4686 -2.2327 0.8740
70 H -3.7269 -2.6503 2.5713

Values from the calculation:
Total charge: +3
Lowest unoccupied orbital energy in eV: -10.21
Electronic energy in Eh: -2394.219336
Kohn-Sham gap in eV: 5.765

Atom charges from the Mulliken analysis, given in e for atoms 1 to 5: number 1, Y, carries 0.29; number 2, P, carries 1.20; number 3, P, carries 0.81; number 4, P, carries 1.25; number 5, H, carries 0.39


Entry 4:
# C36H44IrN4SbSe4

A molecular structure, C36H44IrN4SbSe4 (ωB97M-V/def2-TZVPD, OMol25).

Geometry (Å):
1 Ir -0.0040 0.0187 0.0665
2 C -6.0874 0.1772 -2.0633
3 C -5.4268 1.1366 -1.0650
4 C -4.2376 0.5355 -0.3754
5 C -4.2280 -0.3966 0.6074
6 C -5.4023 -1.0469 1.2750
7 C -6.1059 -0.1266 2.2799
8 C -2.8383 -0.6629 0.9160
9 C -2.3968 -1.5310 1.8902
10 C -1.0914 -1.7799 2.2479
11 C -0.6790 -2.6696 3.3194
12 C -1.6200 -3.4397 4.1840
13 C -2.2772 -2.5837 5.2752
14 C 0.6712 -2.6739 3.3175
15 C 1.0857 -1.7899 2.2429
16 C 2.3937 -1.5541 1.8765
17 C 2.8314 -0.6916 0.9004
18 N 2.0230 0.0832 0.1301
19 C 2.8386 0.8169 -0.6789
20 C 2.4065 1.7187 -1.6262
21 C 1.0938 2.0477 -1.9191
22 N -0.0052 1.4809 -1.3445
23 C -1.1017 2.0475 -1.9276
24 C -2.4117 1.7310 -1.6251
25 C -2.8491 0.8364 -0.6712
26 N -2.0308 0.0967 0.1307
27 C -0.6799 3.0380 -2.8958
28 C 0.6772 3.0420 -2.8875
29 C 1.6000 3.9319 -3.6628
30 C 2.1913 5.0549 -2.8033
31 C -1.5846 3.8733 -3.7506
32 C -1.7483 3.2934 -5.1609
33 C 4.2279 0.5035 -0.3959
34 C 4.2215 -0.4415 0.5713
35 C 5.4002 -1.1290 1.1863
36 C 6.1224 -0.2661 2.2274
37 C 5.4122 1.1355 -1.0611
38 C 5.6958 2.5547 -0.5515
39 N -0.0002 -1.2460 1.6376
40 C 1.6102 -3.4534 4.1779
41 C 2.2951 -2.5999 5.2547
42 H -6.8862 0.6799 -2.6174
43 H -6.5192 -0.6873 -1.5582
44 H -5.3495 -0.1937 -2.7770
45 H -6.1632 1.4614 -0.3258
46 H -5.1208 2.0361 -1.6020
47 H -5.0740 -1.9500 1.7903
48 H -6.1158 -1.3734 0.5152
49 H -5.3946 0.2408 3.0233
50 H -6.9049 -0.6594 2.8032
51 H -6.5495 0.7404 1.7848
52 H -3.1477 -2.1001 2.4198
53 H -1.0794 -4.2648 4.6511
54 H -2.3749 -3.8969 3.5395
55 H -1.5252 -2.1711 5.9547
56 H -2.9788 -3.1825 5.8653
57 H -2.8277 -1.7440 4.8416
58 H 3.1456 -2.1265 2.4015
59 H 3.1737 2.2104 -2.2165
60 H -3.1759 2.2348 -2.2043
61 H 1.0566 4.3740 -4.5010
62 H 2.4108 3.3378 -4.0937
63 H 1.3930 5.6811 -2.3981
64 H 2.8667 5.6888 -3.3845
65 H 2.7468 4.6430 -1.9591
66 H -1.1851 4.8892 -3.8192
67 H -2.5681 3.9532 -3.2830
68 H -0.7886 3.2636 -5.6798
69 H -2.4422 3.8926 -5.7575
70 H -2.1285 2.2717 -5.1100
71 H 6.1013 -1.4089 0.3960
72 H 5.0747 -2.0613 1.6505
73 H 6.5235 0.6426 1.7714
74 H 6.9536 -0.8121 2.6823
75 H 5.4332 0.0328 3.0212
76 H 5.2493 1.1701 -2.1420
77 H 6.2908 0.5078 -0.8922
78 H 4.8368 3.2062 -0.7285
79 H 6.5662 2.9913 -1.0502
80 H 5.8844 2.5454 0.5244
81 H 2.3486 -3.9281 3.5274
82 H 1.0588 -4.2631 4.6589
83 H 2.8432 -1.7656 4.8085
84 H 3.0027 -3.2022 5.8337
85 H 1.5590 -2.1796 5.9462
86 Se -0.0490 -5.2586 -3.1345
87 Sb -0.0178 -4.2620 -0.8852
88 Se -0.0054 -1.7782 -1.6607
89 Se 2.0868 -4.8666 0.2519
90 Se -2.1064 -4.8403 0.2945

Values from the calculation:
Total charge: -2
Lowest unoccupied orbital energy in eV: 3.72
Electronic energy in Eh: -11567.789893
Kohn-Sham gap in eV: 4.585

Atom charges from the Mulliken analysis, given in e for atoms 1 to 5: number 1, Ir, carries 0.91; number 2, C, carries -1.16; number 3, C, carries -0.99; number 4, C, carries 0.44; number 5, C, carries 1.17


Entry 5:
# C5H7NO

A molecular structure, C5H7NO in a non-equilibrium geometry (ωB97M-V/def2-TZVPD, OMol25).

Geometry (Å):
1 C 2.4251 -0.1611 0.0209
2 C 0.9389 0.0082 -0.0704
3 C -0.0917 -0.8908 -0.4080
4 C -1.2695 -0.0706 -0.0159
5 N -2.5657 -0.5884 -0.0686
6 C -0.8653 1.1981 0.3032
7 O 0.4972 1.2162 0.3173
8 H 2.9380 0.5056 -0.6794
9 H 2.7142 -1.1919 -0.1924
10 H 2.7862 0.0903 1.0276
11 H -0.6312 -0.1854 -1.2703
12 H -2.5088 -1.5985 -0.1495
13 H -3.0617 -0.3506 0.7768
14 H -1.3746 2.1405 0.4049

Values from the calculation:
Lowest unoccupied orbital energy in eV: 0.84
Electronic energy in Eh: -324.565145
Kohn-Sham gap in eV: 9.111
Energy above the lowest of the compared OMol25 structures with the same formula, charge and spin in kcal per mole: 99.98

Atom charges from the Mulliken analysis, given in e for atoms 1 to 5: number 1, C, carries -1.17; number 2, C, carries 0.96; number 3, C, carries -1.34; number 4, C, carries 0.81; number 5, N, carries -0.62


Entry 6:
# C30H33FeN7O4S2

A molecular structure, C30H33FeN7O4S2 in a non-equilibrium geometry (ωB97M-V/def2-TZVPD, OMol25).

Geometry (Å):
1 Fe -12.4409 4.4304 14.0230
2 C -7.2518 0.0276 14.7529
3 O -8.1702 -0.0182 15.7863
4 C -9.4041 0.5713 15.6403
5 C -10.3425 0.1550 16.5799
6 C -11.6008 0.5738 16.4221
7 C -11.9689 1.4634 15.3383
8 C -13.3569 1.7833 15.1570
9 C -14.4213 0.8021 15.6140
10 O -13.6681 2.8395 14.5325
11 C -10.9288 2.0901 14.5926
12 O -11.0910 3.1282 13.8448
13 C -9.6188 1.5236 14.6178
14 H -6.4516 -0.6150 15.1598
15 H -6.9999 1.0594 14.4295
16 H -7.5271 -0.4931 13.8230
17 H -9.9772 -0.4932 17.3483
18 H -12.3540 0.2542 17.1106
19 H -14.8396 1.2936 16.4711
20 H -13.9300 -0.1087 15.7807
21 H -15.1231 0.7574 14.8002
22 H -8.8235 1.8296 14.0082
23 S -11.9604 4.9760 16.2730
24 C -13.2089 4.2308 17.0542
25 N -14.0453 3.6600 17.5963
26 N -12.9711 3.2482 9.7866
27 C -13.3283 4.5454 9.5955
28 C -13.1167 5.2151 10.7619
29 N -12.6366 4.2728 11.7081
30 C -12.5054 3.1266 11.0461
31 H -12.9380 2.4410 9.2009
32 H -13.8475 4.7072 8.6595
33 H -13.3763 6.2053 10.9937
34 H -11.8914 2.2746 11.3285
35 C -6.6708 6.6982 10.2393
36 C -7.6294 5.5330 9.9725
37 C -7.2921 4.3283 10.8413
38 C -9.1766 5.9274 9.9964
39 N -9.7174 6.2089 11.3960
40 C -10.0373 5.3090 12.2899
41 N -10.8920 5.8186 13.1386
42 N -11.0842 7.0978 12.7290
43 N -10.3610 7.3605 11.6872
44 H -5.6599 6.3536 10.0788
45 H -6.7392 6.8906 11.2817
46 H -6.8440 7.5874 9.6577
47 H -7.4830 5.1704 8.9762
48 H -7.2424 4.5090 11.8950
49 H -6.3366 3.9302 10.5209
50 H -8.0224 3.4895 10.7726
51 H -9.8662 5.1501 9.6933
52 H -9.2770 6.9292 9.4010
53 H -9.7624 4.2629 12.3115
54 O -14.1719 5.4486 13.7109
55 S -15.4913 4.8712 13.1270
56 C -16.7373 5.1062 14.3760
57 C -17.9274 5.7854 14.0746
58 C -18.9134 5.7923 15.0417
59 C -18.7784 5.1265 16.2260
60 C -17.6566 4.3996 16.5047
61 C -16.5960 4.3947 15.6258
62 C -15.9093 6.1716 12.0073
63 C -16.7681 5.8040 10.9430
64 C -16.9958 6.8328 10.0122
65 C -16.4753 8.1292 10.2513
66 C -15.7736 8.4759 11.3893
67 C -15.5198 7.4578 12.3053
68 H -18.0157 6.2135 13.0386
69 H -19.7670 6.4051 14.8211
70 H -19.5829 5.3419 17.0013
71 H -17.6347 3.8869 17.4582
72 H -15.7044 3.8039 15.7335
73 H -17.2865 4.8204 10.8824
74 H -17.4186 6.5573 9.0870
75 H -16.5258 8.7946 9.3755
76 H -15.5690 9.4837 11.5480
77 H -15.0582 7.7314 13.2111

Values from the calculation:
Total charge: +1
Expectation value of S²: 8.76
Lowest unoccupied orbital energy (spin up / spin down) in eV: -2.20 / -3.71
Electronic energy in Eh: -3907.046232
Kohn-Sham gap (spin up / spin down) in eV: 8.655 / 7.136
Energy above the lowest of the compared OMol25 structures with the same formula, charge and spin in kcal per mole: 38.03
2S+1: 6

Atom charges from the Mulliken analysis, given in e for atoms 1 to 5: number 1, Fe, carries 0.90; number 2, C, carries -0.77; number 3, O, carries -0.41; number 4, C, carries 0.98; number 5, C, carries -1.09